# 1
Density functional theory data (ωB97M-V/def2-TZVPD) for C9H12NOPS as an isolated structure at a distorted geometry.

Structure (ORCA input):
```
! RIJCOSX wB97M-V def2-TZVPD def2/J DEFGRID3
* xyz 0 1
C -3.52 0.10 0.39
C -2.85 0.23 1.59
C -2.96 -0.18 -0.85
C -1.46 -0.07 1.57
C -1.60 -0.50 -0.78
C -0.89 -0.47 0.38
C -0.71 -0.91 -1.97
C 2.78 0.68 1.38
C 2.68 1.07 -1.00
N 1.99 0.96 0.23
O 0.55 -1.38 -1.50
P 0.78 -1.11 0.19
S 1.74 -2.49 1.12
H -4.50 0.62 0.38
H -3.35 0.33 2.42
H -3.47 -0.31 -1.82
H -0.86 -0.04 2.43
H -1.28 -1.66 -2.57
H -0.51 -0.09 -2.71
H 2.11 0.92 2.14
H 3.07 -0.33 1.49
H 3.65 1.25 1.48
H 3.33 0.23 -1.33
H 1.89 1.31 -1.72
H 3.38 1.83 -0.92
*
```

HOMO energy (spin up / spin down)   -0.3006 / -0.3005 Eh
E   -1219.60458 Eh
Largest force on an atom   0.1235 hartree/bohr
Gap between HOMO and LUMO (spin up / spin down)   8.17 / 8.17 eV

Atomic partial charges in e from the natural (NBO) method, atoms 1 to 5: -0.180, -0.204, -0.205, -0.130, -0.007


# 2
Density functional theory data (ωB97M-V/def2-TZVPD) for a 2-piece molecular cluster, C9H12O4 overall at a distorted geometry.

Structure (ORCA input):
```
! RIJCOSX wB97M-V def2-TZVPD def2/J DEFGRID3
* xyz 0 1
C 2.76 1.81 -0.42
C 2.11 0.97 -1.01
C 3.43 2.81 0.34
C 3.70 -2.82 -0.75
C -1.99 1.70 -0.22
C -1.68 0.22 0.12
C -0.05 0.03 0.19
C 0.23 -1.42 -0.12
C 1.71 -1.74 0.09
O 4.18 2.60 1.31
O 4.40 -2.52 0.17
O 2.27 -1.15 1.08
O 2.32 -2.61 -0.76
H 3.28 3.83 -0.08
H 3.99 -3.45 -1.70
H -1.65 1.84 -1.21
H -1.47 2.33 0.51
H -3.05 1.74 -0.26
H -2.31 -0.10 1.11
H -1.98 -0.40 -0.67
H 0.24 0.86 -0.61
H 0.36 0.42 1.10
H 0.06 -1.73 -1.14
H -0.21 -2.12 0.52
H 3.23 -1.45 1.14
*
```

HOMO energy   -0.2920 Eh
E   -650.83949 Eh
Largest force on an atom   0.0930 hartree/bohr
Gap between HOMO and LUMO   6.41 eV

Atomic partial charges in e from the natural (NBO) method, atoms 1 to 5: -0.459, -0.343, 0.359, 0.670, -0.613